# 1
{"formula": "C40H42N6O6S2SeW", "method": "the ωB97M-V functional and the def2-TZVPD basis", "species": ["W", "C", "C", "N", "N", "C", "S", "S", "C", "C", "C", "C", "C", "C", "C", "C", "C", "C", "C", "C", "C", "O", "H", "H", "H", "H", "H", "H", "H", "H", "H", "H", "H", "H", "H", "H", "O", "C", "O", "C", "C", "N", "N", "C", "C", "O", "O", "H", "H", "H", "C", "C", "N", "C", "C", "C", "O", "C", "C", "C", "C", "N", "C", "H", "H", "H", "H", "H", "H", "H", "H", "H", "H", "H", "H", "H", "H", "C", "C", "C", "C", "C", "C", "Se", "C", "C", "C", "H", "H", "H", "H", "H", "H", "H", "H", "H", "H", "H"], "positions_angstrom": [[-0.709, 1.239, 0.302], [2.142, 3.875, -1.359], [1.425, 3.192, -0.226], [0.976, 1.913, -0.404], [0.140, 1.584, -1.531], [-0.621, 2.629, -1.950], [-1.032, 3.874, -0.862], [-1.051, 2.795, -3.641], [0.249, 1.783, -4.481], [-0.253, 0.460, -4.947], [0.006, -0.693, -4.218], [-0.421, -1.922, -4.690], [-1.125, -2.005, -5.879], [-1.395, -0.857, -6.605], [-0.963, 0.370, -6.139], [1.390, 3.743, 1.090], [2.247, 4.796, 1.469], [2.134, 5.410, 2.691], [1.152, 5.012, 3.589], [0.294, 3.982, 3.258], [0.397, 3.328, 2.037], [-0.470, 2.341, 1.736], [1.745, 4.876, -1.521], [2.017, 3.296, -2.272], [3.209, 3.947, -1.146], [1.051, 1.674, -3.755], [0.576, 2.393, -5.322], [0.561, -0.619, -3.291], [-0.196, -2.823, -4.144], [-1.451, -2.966, -6.245], [-1.923, -0.923, -7.545], [-1.156, 1.271, -6.704], [3.013, 5.119, 0.781], [2.806, 6.211, 2.954], [1.059, 5.498, 4.546], [-0.479, 3.670, 3.945], [-6.408, -0.090, 1.266], [-5.715, -0.922, 2.018], [-6.229, -1.799, 2.665], [-4.237, -0.743, 2.044], [-3.348, -1.536, 2.741], [-2.107, -1.075, 2.520], [-2.107, 0.011, 1.696], [-3.422, 0.217, 1.388], [-3.663, 1.280, 0.431], [-4.778, 1.632, 0.046], [-2.518, 1.791, 0.020], [-5.875, 0.606, 0.787], [-3.542, -2.385, 3.364], [-1.230, -1.442, 2.871], [1.221, -3.554, -1.916], [0.859, -4.040, -0.519], [-0.450, -4.675, -0.431], [-0.459, -6.022, 0.126], [-0.083, -7.093, -0.892], [-1.609, -4.275, -1.014], [-2.547, -5.040, -1.174], [-1.792, -2.834, -1.385], [-2.667, -2.496, -2.433], [-2.900, -1.149, -2.666], [-2.280, -0.190, -1.896], [-1.433, -0.488, -0.856], [-1.263, -1.820, -0.626], [2.282, -3.326, -1.956], [0.676, -2.651, -2.163], [1.003, -4.320, -2.655], [0.956, -3.215, 0.197], [1.582, -4.798, -0.218], [-1.471, -6.218, 0.485], [0.231, -6.039, 0.973], [-0.815, -7.106, -1.694], [-0.077, -8.065, -0.408], [0.903, -6.911, -1.313], [-3.144, -3.272, -3.007], [-3.570, -0.828, -3.448], [-2.449, 0.862, -2.113], [-0.657, -2.078, 0.233], [4.621, 2.960, 5.014], [3.684, 2.198, 4.126], [2.397, 1.882, 4.533], [1.557, 1.109, 3.743], [0.210, 0.696, 4.252], [2.020, 0.684, 2.500], [0.854, -0.445, 1.366], [3.308, 0.980, 2.059], [3.819, 0.471, 0.747], [4.120, 1.735, 2.892], [4.083, 3.568, 5.737], [5.272, 3.605, 4.428], [5.254, 2.259, 5.560], [2.036, 2.224, 5.491], [0.011, 1.103, 5.239], [0.186, -0.393, 4.307], [-0.585, 1.023, 3.572], [4.888, 0.644, 0.657], [3.305, 0.965, -0.080], [3.617, -0.599, 0.670], [5.130, 1.950, 2.576]], "mulliken_charge": [0.0978, -1.9278, 0.3023, 0.6472, -0.2137, 0.4937, -0.2246, -0.1361, -0.9682, 0.4231, 0.1062, -0.3072, -0.6772, -0.6639, -0.5657, 1.3542, -1.3058, -0.9327, -0.7722, -0.4350, 0.3565, 0.2417, 0.3074, 0.2667, 0.5567, 0.2478, 0.7355, 0.2091, 0.2060, 0.4687, 0.3969, 0.4468, 0.4084, 0.4309, 0.4830, 0.4692, -0.5467, 0.3465, -0.6053, 0.2466, -0.3837, -0.0236, 0.0735, -0.4447, 1.1893, -0.8531, -0.0867, 0.4092, 0.5771, 0.0615, -0.4711, -0.3580, 0.2043, -0.7979, -1.1081, -0.1882, -0.6825, 0.4351, -0.3377, -1.4852, -0.1103, 1.0365, -1.1377, 0.5268, -0.3987, 0.4253, -0.2065, 0.5879, 0.4197, 0.5099, 0.2781, 0.4156, 0.2947, 0.5968, 0.5821, 0.6064, 0.4314, -1.8962, 0.7237, -1.0059, 0.6296, -1.3338, 0.3869, -0.1763, 0.8986, -1.7527, -0.8335, 0.3809, 0.4106, 0.3653, 0.3454, 0.4523, 0.3495, 0.1414, 0.4675, 0.2037, 0.3092, 0.3792], "homo_lumo_gap_ev": [5.1, 7.1], "homo_ev": [-5.90, -8.16], "s2": 2.03, "max_force_ev_per_a": 4.135, "multiplicity": 3, "relative_energy_ev": 3.497}

***

# 2
{"formula": "C40H43As3Cl2N2O11PS3Sc", "method": "the ωB97M-V functional and the def2-TZVPD basis", "species": ["Sc", "S", "C", "C", "C", "C", "N", "C", "C", "C", "S", "C", "N", "H", "H", "O", "C", "O", "C", "P", "C", "C", "C", "C", "C", "C", "C", "C", "C", "C", "C", "C", "H", "H", "H", "H", "H", "H", "H", "H", "H", "H", "H", "H", "Cl", "C", "Cl", "H", "H", "C", "O", "C", "O", "C", "C", "As", "C", "C", "C", "As", "C", "C", "O", "O", "C", "C", "O", "O", "C", "C", "O", "O", "C", "H", "H", "H", "H", "H", "H", "H", "H", "H", "H", "H", "H", "H", "H", "H", "H", "H", "H", "C", "As", "C", "C", "O", "H", "H", "H", "H", "H", "H", "H", "H", "H", "S"], "positions_angstrom": [[-0.457, 0.312, -0.744], [-3.353, 1.508, -1.156], [-3.274, 2.335, 0.352], [-4.427, 2.461, 1.138], [-4.434, 3.178, 2.326], [-5.645, 3.312, 3.065], [-6.639, 3.425, 3.634], [-3.245, 3.792, 2.774], [-2.084, 3.645, 2.019], [-2.075, 2.930, 0.827], [-0.552, 2.827, -0.044], [-3.255, 4.584, 3.954], [-3.271, 5.245, 4.898], [-5.337, 1.993, 0.789], [-1.160, 4.099, 2.357], [-2.272, -1.973, 1.980], [-2.243, -1.313, 0.958], [-1.593, -0.219, 0.749], [-3.078, -1.780, -0.263], [-1.937, -1.929, -1.699], [-3.141, -2.234, -3.058], [-3.163, -3.390, -3.835], [-4.104, -3.543, -4.845], [-5.026, -2.540, -5.101], [-4.988, -1.370, -4.355], [-4.051, -1.214, -3.347], [-1.260, -3.626, -1.526], [-1.965, -4.708, -1.009], [-1.394, -5.973, -0.996], [-0.117, -6.171, -1.503], [0.601, -5.094, -2.001], [0.032, -3.829, -2.012], [-3.768, -0.965, -0.496], [-3.627, -2.692, -0.040], [-2.451, -4.184, -3.652], [-4.117, -4.456, -5.430], [-5.766, -2.666, -5.882], [-5.693, -0.571, -4.553], [-4.019, -0.293, -2.775], [-2.964, -4.573, -0.616], [-1.946, -6.811, -0.587], [0.315, -7.165, -1.499], [1.609, -5.235, -2.371], [0.597, -2.980, -2.380], [0.846, -1.614, -7.160], [0.375, -2.314, -5.605], [0.021, -1.068, -4.384], [1.198, -2.927, -5.257], [-0.524, -2.899, -5.767], [4.324, 5.039, 0.531], [3.579, 4.047, 1.213], [3.654, 4.063, 2.605], [4.416, 4.838, 3.185], [2.717, 3.231, 3.213], [2.575, 2.023, 3.704], [3.987, 0.569, 3.473], [4.007, -0.235, 5.281], [2.911, -0.783, 2.597], [2.250, -0.641, 1.422], [2.260, 1.005, 0.340], [4.259, 1.114, 0.207], [1.423, -1.719, 0.910], [0.473, -1.573, 0.145], [1.792, -2.931, 1.330], [0.835, -3.989, 1.354], [3.050, -2.097, 3.282], [2.312, -2.708, 3.999], [4.338, -2.515, 3.028], [4.726, -3.765, 3.578], [1.362, 1.471, 4.381], [1.107, 0.285, 4.361], [0.511, 2.225, 5.111], [0.578, 3.636, 5.328], [4.923, 4.556, -0.244], [4.972, 5.557, 1.238], [3.639, 5.758, 0.070], [4.221, 0.550, 6.007], [4.799, -0.983, 5.340], [3.049, -0.695, 5.515], [4.659, 1.912, 0.831], [4.480, 1.318, -0.839], [4.704, 0.165, 0.502], [0.716, -4.294, 2.394], [1.217, -4.818, 0.763], [-0.118, -3.656, 0.956], [5.730, -3.653, 3.987], [4.734, -4.522, 2.791], [4.030, -4.060, 4.362], [0.861, 3.812, 6.369], [-0.424, 4.032, 5.164], [1.284, 4.115, 4.660], [1.318, 3.312, -2.647], [-0.431, 2.558, -3.004], [-0.285, 2.405, -4.963], [-1.846, 3.892, -2.935], [-0.732, 0.976, -2.585], [1.487, 4.124, -3.356], [2.028, 2.504, -2.809], [1.402, 3.660, -1.621], [-0.059, 3.366, -5.426], [-1.220, 2.011, -5.360], [0.514, 1.699, -5.187], [-1.643, 4.644, -3.701], [-1.876, 4.340, -1.948], [-2.788, 3.383, -3.120], [2.029, 0.114, -1.657]], "mulliken_charge": [-0.2465, -0.2979, -0.0870, -0.8499, 0.3450, -0.1455, -0.6460, 0.7636, -0.9520, 0.2569, -0.7910, -0.3213, -0.6409, 0.4946, 0.5847, -0.7750, 0.2869, 0.4744, -0.9585, 0.7796, 1.0615, -0.7832, -0.7363, -0.5002, -0.9295, -0.1687, 0.3594, -0.0319, -0.7891, -0.5362, -0.8666, -0.3726, 0.4662, 0.6589, 0.4485, 0.3941, 0.3600, 0.4413, 0.2601, 0.3447, 0.3901, 0.3253, 0.3806, 0.3433, -0.2166, -0.3976, 0.0657, 0.2992, 0.2431, -0.9466, -0.0766, -0.3879, -0.7680, -0.7130, 1.4133, 0.0742, -1.3363, 0.5892, -1.0525, 0.7586, -1.1566, 0.7511, 1.2195, -0.4214, -0.5180, 0.0307, -0.6166, -0.3427, -0.9623, 0.6443, -0.4977, -0.3795, -0.3903, 0.2567, 0.4106, 0.2364, 0.4658, 0.3627, 0.3920, 0.1805, 0.4653, 0.3774, 0.3665, 0.2845, 0.0838, 0.2577, 0.2693, 0.4141, 0.2542, 0.0454, 0.1887, -1.1555, 0.0252, -1.3499, -1.1812, 1.0879, 0.5030, 0.2612, 0.2956, 0.4578, 0.3506, 0.3156, 0.4883, 0.2817, 0.3115, -0.7052], "total_charge": -2, "homo_lumo_gap_ev": 5.5, "homo_ev": -2.14, "max_force_ev_per_a": 1.903}

***

# 3
{"formula": "C40H43BO3", "method": "the ωB97M-V functional and the def2-TZVPD basis", "species": ["C", "C", "C", "C", "C", "C", "C", "C", "C", "C", "O", "C", "C", "C", "C", "C", "C", "C", "C", "C", "C", "H", "H", "H", "H", "H", "H", "H", "H", "H", "H", "H", "H", "H", "H", "H", "H", "H", "C", "C", "C", "C", "C", "C", "O", "B", "C", "C", "C", "C", "C", "C", "C", "C", "C", "C", "C", "C", "C", "C", "O", "H", "H", "H", "H", "H", "H", "H", "H", "H", "H", "H", "H", "H", "H", "H", "H", "H", "H", "H", "H", "H", "H", "H", "H", "H", "H"], "positions_angstrom": [[-4.829, -5.716, -1.909], [-3.584, -4.896, -1.910], [-3.639, -3.537, -2.196], [-2.496, -2.786, -2.261], [-1.230, -3.356, -2.025], [-0.098, -2.508, -2.184], [1.236, -2.634, -1.754], [1.716, -3.629, -0.868], [3.037, -3.689, -0.523], [3.963, -2.752, -1.019], [5.351, -2.806, -0.738], [6.188, -3.663, -1.504], [7.223, -3.129, -2.277], [8.034, -3.945, -3.032], [7.840, -5.313, -3.027], [6.823, -5.860, -2.265], [6.002, -5.047, -1.519], [3.472, -1.708, -1.819], [2.159, -1.646, -2.175], [-1.186, -4.728, -1.710], [-2.341, -5.472, -1.660], [-4.620, -6.762, -1.678], [-5.553, -5.347, -1.180], [-5.294, -5.682, -2.896], [-4.594, -3.075, -2.381], [-2.555, -1.732, -2.474], [-0.307, -1.598, -2.722], [1.022, -4.308, -0.408], [3.380, -4.426, 0.179], [7.375, -2.064, -2.270], [8.821, -3.518, -3.633], [8.476, -5.951, -3.620], [6.678, -6.927, -2.259], [5.225, -5.474, -0.912], [4.158, -0.944, -2.135], [1.807, -0.835, -2.789], [-0.243, -5.222, -1.558], [-2.292, -6.523, -1.431], [-3.596, 4.897, 2.610], [-2.122, 4.491, 2.542], [-1.231, 5.735, 2.597], [-1.713, 3.441, 3.671], [-1.323, 4.108, 4.993], [-2.832, 2.426, 3.913], [-0.589, 2.744, 3.122], [-0.737, 2.873, 1.626], [0.625, 3.469, 1.024], [0.597, 4.137, -0.177], [1.763, 4.654, -0.699], [2.952, 4.504, -0.015], [2.973, 3.837, 1.193], [1.806, 3.317, 1.713], [-1.061, 1.365, 1.006], [0.060, 0.765, 0.185], [-2.385, 1.268, 0.312], [-3.382, 0.424, 0.781], [-4.588, 0.323, 0.117], [-4.814, 1.057, -1.029], [-3.827, 1.892, -1.509], [-2.624, 1.996, -0.842], [-1.865, 3.812, 1.309], [-3.829, 5.372, 3.561], [-3.827, 5.597, 1.810], [-4.246, 4.034, 2.481], [-1.417, 6.318, 3.497], [-0.182, 5.449, 2.575], [-1.422, 6.368, 1.733], [-2.153, 4.683, 5.400], [-1.039, 3.356, 5.725], [-0.470, 4.772, 4.864], [-3.701, 2.894, 4.372], [-3.138, 1.972, 2.974], [-2.484, 1.633, 4.572], [-0.343, 4.268, -0.686], [1.741, 5.185, -1.636], [3.862, 4.918, -0.418], [3.897, 3.730, 1.736], [1.802, 2.804, 2.660], [-1.126, 0.870, 1.983], [1.002, 0.760, 0.735], [-0.176, -0.260, -0.105], [0.213, 1.340, -0.730], [-3.208, -0.162, 1.668], [-5.359, -0.328, 0.496], [-5.757, 0.980, -1.547], [-3.995, 2.467, -2.405], [-1.858, 2.653, -1.214]], "mulliken_charge": [-1.3768, 1.1302, -0.8241, -0.5870, 0.5922, -0.0356, 0.7022, -0.3236, -0.5557, 0.0218, -0.4260, 0.3855, -0.2559, -0.5326, -0.3645, -0.6969, -0.1383, -0.5340, -0.7277, -0.3986, -1.0652, 0.3689, 0.3438, 0.3411, 0.4414, 0.3244, 0.3625, 0.5745, 0.5868, 0.4373, 0.3771, 0.3900, 0.3676, 0.2905, 0.4857, 0.3913, 0.5393, 0.3369, -1.9789, 1.5327, -1.8639, 1.8063, -2.0084, -1.7948, -0.8488, 1.0642, 0.0073, -0.2371, -1.0240, -0.4626, -0.9286, -0.4342, 0.7027, -2.0219, 0.9494, -0.1466, -1.0079, -0.5892, -0.9761, -0.2045, -0.3950, 0.3086, 0.4636, 0.3666, 0.3895, 0.2523, 0.3938, 0.3043, 0.4728, 0.4157, 0.4279, 0.2069, 0.3631, 0.3896, 0.4180, 0.4022, 0.4217, 0.4802, 0.1270, 0.4125, 0.4593, 0.3942, 0.4971, 0.4619, 0.4204, 0.4368, 0.2257], "homo_lumo_gap_ev": 2.7, "homo_ev": -6.32, "max_force_ev_per_a": 1.562}

***

| no. | E (eV) |
| --- | --- |
| 1 | -152230.61809 |
| 2 | -337740.40802 |
| 3 | -48995.39618 |